Density functional theory data (ωB97M-V/def2-TZVPD) for a cluster of 2 separate species, C2H7N2 in total.

- Energy relative to the best compared isomer or geometry (same formula, charge and spin): 139.0 kcal/mol
- Orbital gap: 0.1795 Eh

ORCA input file:
```
! RIJCOSX wB97M-V def2-TZVPD def2/J DEFGRID3
* xyz 1 1
C -1.18535 1.00323 0.52530
C -0.66501 -0.18148 0.20058
H 0.40245 2.09526 1.24357
N 1.59299 -2.17906 -1.31171
H -1.23468 -1.09893 0.05867
H 1.99746 -1.36681 -1.76802
H 2.29927 -2.64118 -0.75738
N -0.57540 2.10193 0.99002
H 0.77341 -1.81216 -0.87020
H -1.13527 2.90675 1.22899
H -2.26988 1.17245 0.46018
*
```

***

Density functional theory data (ωB97M-V/def2-TZVPD) for a structure of composition C10H21F3IO3OsP2.

- Energy relative to the best compared isomer or geometry (same formula, charge and spin): 31.2 kcal/mol
- Orbital gap (alpha / beta): 0.2143 / 0.2136 Eh

ORCA input file:
```
! RIJCOSX wB97M-V def2-TZVPD def2/J DEFGRID3
* xyz 3 5
H 2.31018 -1.72093 0.28165
H -2.42283 2.91330 0.01119
F -1.18916 -0.47984 4.98915
C -1.26657 -3.21564 0.01091
C -0.76398 -0.93697 3.79702
H -1.35721 -3.15328 1.10476
P 0.07711 -2.09001 -0.53772
C 0.67279 -2.77608 -2.11338
H 1.64839 3.34587 0.84387
H -1.30796 4.24977 0.40753
F 0.42532 -1.59110 3.99512
C 1.32347 2.30306 0.88156
H 1.01639 -0.67941 -3.48443
H -0.32268 3.33316 -2.30771
H 1.89801 -3.45893 0.47394
C -1.48742 3.17550 0.52071
C 0.45909 3.31887 -1.54662
H -0.00094 0.31444 -1.63957
O -0.35093 1.34490 3.09061
H 1.21978 -2.24075 1.62147
I 3.31030 0.64841 -2.87006
Os -0.92462 0.05758 -0.27711
H 0.84306 1.10830 -3.55667
H -2.21075 -2.90247 -0.45913
H 0.00229 -2.46786 -2.91885
O -0.47587 -0.31143 1.56801
H -1.02897 -4.24430 -0.29298
P -0.12669 2.19572 -0.22403
F -1.66632 -1.85316 3.32918
H 1.67892 -2.38625 -2.28756
H -1.55131 2.91916 1.57982
H 2.12179 1.64075 0.52950
C -2.74576 0.04974 -0.62446
C -0.53183 0.19364 2.74677
H 1.03295 2.04248 1.90366
H 0.58576 4.33772 -1.14292
C 1.51870 -2.42515 0.57863
O -3.90685 0.08451 -0.84408
C 1.39588 0.28080 -3.11796
H 1.39659 2.94335 -1.97415
H 0.70189 -3.86746 -2.04570
*
```

***

Density functional theory data (ωB97M-V/def2-TZVPD) for a structure of composition C20H27FMoN4O5.

- Energy relative to the best compared isomer or geometry (same formula, charge and spin): 0.0 kcal/mol
- Orbital gap (alpha / beta): 0.2619 / 0.2797 Eh

ORCA input file:
```
! RIJCOSX wB97M-V def2-TZVPD def2/J DEFGRID3
* xyz 2 3
C -0.65969 0.17823 4.42694
C -1.66123 1.60541 2.55626
C -1.76214 -2.40808 -0.51275
C -2.67714 -3.20402 -1.13665
C -3.10670 -2.95749 -2.44099
H -4.05505 -1.15421 -4.55663
N -1.21998 0.11394 -3.17362
H 0.05827 1.10184 -5.42981
C 1.21845 1.59734 -0.84014
N 0.42001 -0.50652 3.63416
H 3.10184 -0.84603 0.97141
H 2.43602 -1.80716 2.08232
O -0.34451 1.76585 2.18229
C 3.94891 -0.62299 2.83247
C 3.55103 1.78901 3.59404
C -1.70372 -1.02057 -2.51451
H -2.17650 -0.39590 3.00246
O 0.06526 -0.69017 0.65037
H -3.81372 -3.64043 -2.89522
H 4.11360 2.69704 3.81045
C -0.94578 1.49465 -5.25959
C -1.25741 -1.29832 -1.20748
H -0.95008 -0.46693 5.25543
C -1.81328 0.50679 -4.50464
H 0.03033 1.74240 -3.13533
C 0.20649 0.62783 -1.32950
H -3.19958 -2.59498 -5.06623
C -2.63208 -1.87741 -3.14599
C -0.29000 -0.43823 -0.58292
H 4.56054 1.16719 1.78837
H 3.25742 1.35735 4.55327
O -2.50663 2.30590 2.11593
N 2.30333 2.16072 2.86353
H 1.72615 2.73570 3.47550
N 2.77313 -0.85671 1.93815
H 4.75768 -1.28533 2.52430
H 5.41505 0.83592 3.27227
H -1.42807 -2.63152 0.48839
F -3.17170 -4.26125 -0.49918
H -0.87980 2.46933 -4.77839
C -2.07659 -0.76049 -5.29806
C -0.31495 0.87331 -2.59646
H -1.40683 1.65812 -6.23223
O 1.38005 2.68934 -1.29288
H -1.13382 -1.28954 -5.46376
H -0.23014 1.08716 4.84778
C -3.07334 -1.63691 -4.56303
H 2.55853 2.78314 2.09374
C -1.86695 0.49321 3.56252
H -2.71395 0.77349 4.18711
C 4.42370 0.81898 2.81735
H 1.18846 -0.71952 4.26686
Mo 1.10074 0.61844 1.81387
H 3.66276 -0.91982 3.84383
H -2.77048 0.97465 -4.25687
H -2.46661 -0.47911 -6.27488
O 1.99739 1.15878 0.20033
H 0.05334 -1.41139 3.33602
*
```

***

Density functional theory data (ωB97M-V/def2-TZVPD) for the molecule C3H7NS.

- SMILES: SC[C@H]1CN1
- Energy relative to the best compared isomer or geometry (same formula, charge and spin): 73.0 kcal/mol
- Orbital gap: 0.3698 Eh

ORCA input file:
```
! RIJCOSX wB97M-V def2-TZVPD def2/J DEFGRID3
* xyz 0 1
N -1.32526 0.96308 -0.42593
H 2.28333 0.51044 -0.57868
S 1.13297 0.80134 1.54525
H 0.15803 0.13499 -1.74787
H -1.67423 -1.10648 -1.02382
C 1.20790 0.15382 -0.07453
H -1.19032 1.25669 0.51133
C -0.11409 0.26842 -0.72042
H -1.21834 -1.15986 0.65405
C -1.13724 -0.52986 -0.21782
H 0.58088 -0.22905 2.38754
H 1.29636 -1.06353 -0.30908
*
```